{
  "formula": "C34H46AsBBrF4IrN3OSi3",
  "method": "wB97M-V/def2-TZVPD",
  "relative_energy_ev": 4.826,
  "s_squared": 0.79,
  "e_lumo_ha": [-0.0943, -0.0941],
  "spin_multiplicity": 2,
  "e_tot_ha": -7769.7261,
  "elements": ["Ir", "Br", "C", "C", "C", "C", "C", "C", "N", "C", "C", "C", "C", "C", "C", "N", "H", "H", "H", "H", "H", "H", "H", "H", "H", "O", "N", "C", "C", "C", "C", "C", "H", "H", "H", "H", "H", "C", "Si", "C", "C", "As", "Si", "C", "C", "C", "Si", "C", "C", "C", "H", "H", "H", "H", "H", "H", "H", "H", "H", "H", "H", "H", "H", "H", "H", "H", "H", "H", "H", "H", "H", "H", "H", "H", "H", "H", "H", "C", "C", "C", "C", "C", "C", "C", "C", "H", "H", "H", "H", "H", "F", "B", "F", "F", "F"],
  "coordinates": [[-1.64177, -0.41554, -0.04414], [-1.07517, 0.87946, 7.34096], [-1.34127, 0.93566, 5.45686], [-2.34157, 1.73586, 4.93176], [-2.53807, 1.77936, 3.56856], [-1.74047, 1.02956, 2.68576], [-0.75387, 0.20366, 3.25796], [-0.55197, 0.15996, 4.62036], [-1.91007, 1.06966, 1.31166], [-2.54047, 2.13476, 0.75766], [-2.89937, 2.12736, -0.58904], [-3.62827, 3.16566, -1.22744], [-4.02787, 3.00956, -2.52574], [-3.68867, 1.83426, -3.21634], [-2.94017, 0.88116, -2.56014], [-2.54227, 1.01526, -1.30324], [-2.97647, 2.30916, 5.58906], [-3.35987, 2.36516, 3.19346], [-0.15897, -0.42504, 2.61286], [0.21343, -0.47474, 5.04146], [-2.74467, 3.00676, 1.35876], [-3.87737, 4.05076, -0.66234], [-4.60197, 3.77726, -3.02444], [-3.99307, 1.67736, -4.23784], [-2.65547, -0.02514, -3.06974], [1.75933, -0.31464, 0.37096], [2.21933, 1.02086, 0.51086], [3.44963, 1.32986, -0.05404], [4.24483, 2.29926, 0.47486], [3.85423, 3.00656, 1.61876], [2.63083, 2.65076, 2.21176], [1.85743, 1.66996, 1.68006], [3.68653, 0.77876, -0.94654], [5.18113, 2.54086, -0.00424], [4.47983, 3.76876, 2.04506], [2.29523, 3.16236, 3.09976], [0.91983, 1.35536, 2.10216], [3.74043, -0.02154, -3.62404], [1.91303, -0.59704, -3.80124], [1.30353, 0.08686, -5.48344], [1.96713, -2.49964, -3.81144], [0.47773, 0.38096, -2.15494], [2.47023, -1.76054, 0.83736], [2.63673, -1.86334, 2.73386], [1.15573, -2.93624, 0.16296], [4.17613, -1.96984, -0.00244], [0.64833, 2.72666, -2.42534], [0.17413, 3.56886, -0.77364], [2.41443, 3.33596, -2.86294], [-0.50107, 3.33466, -3.83794], [4.29813, -0.33744, -4.50044], [4.22883, -0.46084, -2.76014], [3.83393, 1.05596, -3.55074], [1.89093, -0.31784, -6.30254], [1.37743, 1.17066, -5.52764], [0.26843, -0.19284, -5.64834], [2.37683, -2.85754, -4.75254], [0.97773, -2.92924, -3.70694], [2.58883, -2.89594, -3.01354], [1.65153, -1.86914, 3.19006], [3.19063, -1.02244, 3.14046], [3.14413, -2.76744, 3.05696], [0.17523, -2.68484, 0.56266], [1.36803, -3.96284, 0.43666], [1.07043, -2.89364, -0.91874], [4.86203, -1.16444, 0.25056], [4.08303, -1.99204, -1.08594], [4.64593, -2.90174, 0.29706], [1.01673, 4.08846, -0.32644], [-0.16487, 2.83166, -0.05104], [-0.62177, 4.29706, -0.90644], [3.14913, 2.95556, -2.15944], [2.46023, 4.42076, -2.82204], [2.70973, 3.04266, -3.86624], [-1.51507, 3.48256, -3.48034], [-0.54357, 2.61276, -4.64844], [-0.16477, 4.27856, -4.25634], [-1.94287, -1.68704, 1.41266], [-2.38617, -2.48664, 2.21846], [-2.86287, -3.43224, 3.15086], [-3.51057, -4.58934, 2.70696], [-4.01537, -5.49114, 3.62296], [-3.87817, -5.25774, 4.98306], [-3.23267, -4.11344, 5.42836], [-2.72467, -3.20254, 4.52326], [-3.61497, -4.75954, 1.64606], [-4.51967, -6.38204, 3.27846], [-4.27577, -5.96524, 5.69676], [-3.12867, -3.93344, 6.48826], [-2.22547, -2.30614, 4.86126], [-1.26447, -3.72984, -2.91674], [-1.80117, -2.49094, -2.83844], [-1.51967, -1.95714, -1.51174], [-3.14247, -2.45414, -3.02854], [-1.15097, -1.60914, -3.70484]]
}